Record 1
31
Properties=species:S:1:pos:R:3:lowdin_charge:R:1 method="wB97M-V/def2-TZVPD" homo_lumo_gap_ev="9.464 / 7.566" relative_energy_ev=0.7712 e_tot_ha=-1093.7130 lumo_energy_ev="-0.380 / -0.622"
C 2.26 -0.49 0.39 -0.126
C 1.19 -0.47 1.56 -0.052
C 0.61 -1.67 -1.07 -0.054
C -1.30 0.29 1.63 -0.196
C 1.43 -0.33 -0.83 -0.278
C -0.42 -1.54 0.04 -0.286
C -0.12 -0.18 0.72 -0.326
C 0.35 0.63 -0.46 -0.481
C -0.58 0.87 -1.60 -0.024
C 0.81 2.05 -0.08 0.004
N -1.71 -1.83 -0.64 0.121
O -3.87 1.38 -0.90 -0.461
O -2.24 1.11 1.01 -0.398
F -2.54 -2.55 0.24 -0.119
S -3.45 0.44 0.06 0.969
H 2.88 0.46 0.58 0.129
H 2.91 -1.30 0.30 0.090
H 1.07 -1.38 2.14 0.115
H 1.37 0.49 2.12 0.125
H 0.06 -1.64 -2.11 0.158
H 1.22 -2.48 -0.97 0.082
H -1.72 -0.55 2.09 0.095
H -0.87 1.00 2.45 0.166
H 2.07 -0.10 -1.67 0.150
H -0.20 -2.32 0.75 0.138
H 0.17 0.73 -2.44 0.131
H -0.89 1.86 -1.66 0.075
H -1.38 0.21 -1.61 0.027
H 0.03 2.50 0.37 0.051
H 1.12 2.58 -0.93 0.070
H 1.75 2.20 0.54 0.106

Record 2
122
Properties=species:S:1:pos:R:3:lowdin_charge:R:1 method="wB97M-V/def2-TZVPD" homo_lumo_gap_ev="5.752 / 6.348" multiplicity=4 e_tot_ha=-2304.1171 total_charge=+1 lumo_energy_ev="-4.708 / -4.708"
C -6.21 4.04 2.36 -0.159
N -6.42 4.71 1.03 -0.163
C -5.10 5.21 0.42 -0.157
C -4.24 3.96 -0.30 -0.050
N -5.04 3.19 -1.27 0.092
N -4.41 2.18 -1.93 0.061
C -2.97 1.90 -1.67 -0.059
N -2.36 0.77 -2.53 0.064
C -1.93 2.60 -0.62 0.018
C -0.35 2.19 -0.39 -0.083
C -0.38 0.61 0.15 -0.086
O -1.46 0.23 0.89 -0.090
C -2.69 3.85 0.21 0.061
C -1.92 4.75 1.33 -0.207
C -1.63 4.12 2.80 -0.001
C -0.86 4.88 4.06 0.003
C -0.45 6.45 3.65 -0.016
C -0.87 6.90 2.14 -0.098
N -1.53 6.15 1.03 0.026
H -7.26 3.76 2.84 0.106
H -5.57 3.05 2.26 0.084
H -5.68 4.83 3.08 0.099
H -6.89 4.01 0.42 0.088
H -4.52 5.74 1.28 0.119
H -5.33 5.96 -0.45 0.132
H -4.96 1.62 -2.64 0.183
H -2.55 -0.16 -2.10 0.105
H -1.34 0.95 -2.68 0.086
H 0.05 2.82 0.53 0.131
H 0.32 2.30 -1.36 0.138
H 0.47 -0.15 -0.12 0.129
H -2.01 3.01 2.99 0.106
H -0.65 4.40 5.11 0.100
H 0.11 7.17 4.42 0.108
H -0.60 8.04 1.88 0.118
C 6.68 -0.75 -1.24 -0.040
C 5.43 -0.26 -0.45 -0.468
C 5.75 -0.24 1.07 -0.135
C 5.81 -1.62 1.71 -0.184
C 4.54 -2.42 1.40 -0.133
C 4.21 -2.48 -0.12 -0.470
N 4.25 -1.13 -0.78 -0.016
O 3.09 -0.44 -0.39 -0.075
C 5.20 -3.44 -0.83 -0.040
C 2.83 -3.19 -0.29 -0.042
C 5.24 1.21 -0.93 -0.052
H 7.35 0.08 -1.50 0.083
H 7.30 -1.45 -0.67 0.067
H 6.40 -1.22 -2.18 0.090
H 4.99 0.35 1.60 0.121
H 6.70 0.28 1.25 0.126
H 6.69 -2.17 1.36 0.102
H 5.92 -1.53 2.79 0.117
H 4.66 -3.44 1.80 0.095
H 3.71 -1.97 1.95 0.126
H 5.04 -3.43 -1.92 0.093
H 5.05 -4.48 -0.50 0.084
H 6.25 -3.22 -0.64 0.060
H 2.03 -2.70 0.27 0.067
H 2.87 -4.22 0.08 0.088
H 2.54 -3.24 -1.35 0.086
H 5.02 1.25 -2.01 0.087
H 6.15 1.80 -0.76 0.085
H 4.44 1.74 -0.40 0.067
C 6.86 -7.76 4.07 -0.041
C 6.41 -6.29 3.88 -0.464
C 7.51 -5.33 4.41 -0.135
C 7.59 -5.28 5.94 -0.186
C 6.23 -4.99 6.55 -0.137
C 5.11 -5.94 6.05 -0.478
N 5.09 -6.08 4.56 -0.020
O 4.52 -4.90 4.03 -0.041
C 5.29 -7.34 6.70 -0.045
C 3.75 -5.44 6.63 -0.047
C 6.32 -6.12 2.33 -0.043
H 7.44 -8.13 3.21 0.083
H 7.51 -7.91 4.93 0.066
H 6.00 -8.44 4.16 0.090
H 7.33 -4.31 4.05 0.117
H 8.49 -5.62 4.01 0.126
H 7.99 -6.23 6.33 0.103
H 8.31 -4.51 6.24 0.116
H 6.31 -5.04 7.64 0.125
H 5.97 -3.95 6.32 0.122
H 4.57 -8.06 6.30 0.093
H 5.12 -7.29 7.79 0.088
H 6.29 -7.75 6.58 0.059
H 3.52 -4.40 6.36 0.074
H 3.75 -5.48 7.73 0.084
H 2.92 -6.07 6.29 0.088
H 5.56 -6.79 1.90 0.093
H 7.28 -6.37 1.85 0.087
H 6.09 -5.10 2.02 0.048
C -9.07 4.35 -4.78 -0.037
C -7.80 3.46 -4.71 -0.464
C -6.55 4.29 -5.13 -0.139
C -6.48 4.55 -6.63 -0.185
C -6.60 3.25 -7.42 -0.136
C -7.85 2.41 -7.03 -0.478
N -7.99 2.23 -5.55 -0.020
O -7.03 1.28 -5.14 -0.048
C -9.12 3.07 -7.61 -0.043
C -7.78 1.04 -7.80 -0.043
C -7.67 3.12 -3.18 -0.053
H -9.25 4.89 -3.85 0.084
H -9.01 5.12 -5.56 0.068
H -9.97 3.75 -4.96 0.092
H -5.64 3.76 -4.83 0.112
H -6.54 5.25 -4.60 0.125
H -7.26 5.25 -6.94 0.105
H -5.53 5.03 -6.87 0.116
H -6.62 3.48 -8.49 0.127
H -5.69 2.66 -7.26 0.122
H -10.03 2.55 -7.27 0.095
H -9.13 3.04 -8.70 0.090
H -9.23 4.13 -7.35 0.059
H -6.85 0.49 -7.60 0.075
H -7.80 1.20 -8.88 0.086
H -8.62 0.40 -7.54 0.090
H -8.53 2.54 -2.83 0.096
H -7.62 4.04 -2.58 0.079
H -6.76 2.56 -2.95 0.018

Record 3
12
Properties=species:S:1:pos:R:3:lowdin_charge:R:1 method="wB97M-V/def2-TZVPD" homo_lumo_gap_ev=10.575 relative_energy_ev=1.1327 e_tot_ha=-306.4647 smiles="CC(C=O)C=O" lumo_energy_ev=0.633
C 0.35 -0.89 -0.96 -0.053
C -0.15 0.37 -0.26 -0.303
C -1.29 0.00 0.68 -0.231
O -1.12 -0.25 1.85 0.081
C 0.93 1.03 0.58 -0.235
O 1.90 0.44 1.00 0.078
H 1.08 -0.64 -1.73 0.088
H 0.85 -1.53 -0.22 0.089
H -0.46 -1.45 -1.42 0.083
H -0.54 1.09 -1.00 0.141
H -2.30 -0.06 0.22 0.130
H 0.77 2.10 0.81 0.132